# 1
Below is a molecular structure, C12H18N2O2PS2Te4W at a distorted geometry, with properties calculated with ωB97M-V/def2-TZVPD.

Each line ends with the Löwdin spin population.
Geometry (Å):
H: -0.0886 7.0475 0.4077  0.00
N: -0.9171 3.4036 -0.0340  0.01
Te: -3.4721 5.4094 0.4615  0.45
H: 2.2974 -3.9971 2.0214  0.00
C: -1.4174 6.0810 2.5016  0.01
S: -0.5538 -0.4219 0.4257  0.04
C: 3.0195 -3.3705 -0.6300  0.00
H: 2.7215 -3.1316 -1.6480  0.00
C: -0.3999 5.4745 -1.0422  0.01
H: -0.9303 3.6628 -2.0867  0.00
C: -0.7643 4.1800 -1.1468  0.00
H: -1.6183 -1.5272 -2.2589  0.00
H: -0.0481 -2.3529 -2.2525  0.00
H: -1.1025 -5.2763 -2.6115  0.00
C: -0.9610 -4.8736 -1.6128  0.00
C: 2.5128 -2.9519 1.8098  0.00
Te: 1.7794 5.1095 1.1412  0.02
C: 2.1523 -2.6238 0.3733  0.00
H: -0.2263 6.1037 -1.8954  0.00
H: 2.2343 -1.5398 0.2048  0.00
Te: -2.9565 2.8390 1.9492  -0.01
N: -1.4690 6.5450 3.5451  0.00
C: -1.1668 3.9740 1.2932  0.08
W: -0.7140 1.7515 0.8515  1.33
Te: 1.8766 2.3209 1.0672  0.01
H: 2.9279 -4.4443 -0.4789  0.00
S: -0.8388 -2.8964 2.6977  0.00
H: -0.3552 3.7738 2.0349  0.01
H: -1.2687 -2.7790 -3.4486  0.00
O: 0.7925 -3.0013 0.0693  0.00
C: -1.6804 -3.5445 -1.4944  0.00
H: -2.7492 -3.6774 -1.6906  0.00
H: 3.5752 -2.7768 1.9661  0.00
C: -1.3671 5.4623 1.2103  0.02
H: 0.1019 -4.7542 -1.4281  0.00
H: 1.9486 -2.3349 2.5066  0.00
H: 4.0589 -3.0852 -0.4923  0.00
O: -1.6784 -3.1067 -0.1099  0.00
H: -1.3644 -5.5803 -0.8931  0.00
C: -0.2393 5.9731 0.3309  0.00
C: -1.1155 -2.4807 -2.4153  0.00
P: -0.5360 -2.5838 0.8021  0.00

Atomic forces in eV per Å
0.083 -0.061 0.093
0.121 -0.434 -0.017
0.024 0.081 0.061
0.004 -0.079 0.031
0.110 -0.190 0.113
-0.161 0.806 -0.428
-0.303 0.192 0.129
0.010 0.010 -0.094
-0.098 -1.255 0.115
0.071 0.139 0.115
0.362 0.941 -1.382
-0.014 0.037 -0.039
0.093 0.022 -0.017
-0.031 -0.029 -0.111
-0.158 0.093 0.170
-0.115 0.125 -0.073
-0.256 0.549 0.115
0.986 0.150 0.202
0.008 0.031 -0.195
-0.091 -0.153 -0.041
-0.402 0.290 0.539
0.007 0.337 0.593
-0.309 -0.163 1.034
0.392 -0.771 -0.439
0.176 0.182 0.010
0.007 -0.067 0.033
0.268 0.384 -1.557
-0.149 0.266 -0.326
-0.028 -0.066 -0.087
-1.019 0.194 0.036
0.016 -0.221 -0.827
0.192 0.029 0.050
0.055 0.033 -0.035
-0.571 -0.172 -0.278
0.095 -0.019 -0.055
0.079 -0.047 0.057
0.075 0.020 0.002
0.199 0.409 0.489
-0.040 -0.122 0.035
0.640 -0.191 -0.071
-0.150 0.066 0.166
-0.179 -1.346 1.884

E_tot (eV): -81759.4211
2S+1: 3
Charge: +1
Expectation value of S²: 2.10
Molecular weight (g mol⁻¹): 1011.636
Lowest unoccupied orbital energy (alpha / beta) (Eh): -0.1990 / -0.2050



# 2
Below is 3 unconnected molecules or ions with the total composition C28H62N2O7P2 at a distorted geometry, with properties calculated with ωB97M-V/def2-TZVPD.

Each line ends with the Löwdin charge.
Geometry (Å):
H: 2.8446 3.1206 2.3246  0.12
H: 3.9662 -1.4123 -10.5212  0.08
C: 1.7169 -4.0275 -10.2398  -0.06
C: 1.7990 0.5673 -6.6583  -0.06
H: 4.0363 -2.9674 -11.3351  0.08
H: 1.9293 -2.1138 -9.2857  0.13
H: -3.0139 3.5354 0.8204  0.10
H: -2.7896 -1.9907 7.7038  0.09
H: -2.2533 2.1448 1.5597  0.10
H: 3.1008 5.0676 -0.7207  0.07
H: 1.7775 6.0000 0.2292  0.06
C: -4.0288 -0.0901 1.8383  -0.24
H: 0.8610 -0.4069 -4.4710  0.06
H: -2.7266 1.5757 6.7065  0.10
H: 0.6705 2.4459 2.3353  0.08
H: 0.7280 -1.2248 -7.1744  0.13
H: -4.3365 0.3419 7.8738  0.10
C: -1.6572 0.3783 8.1422  -0.10
H: 4.9064 -3.3341 2.2191  0.08
C: -1.5028 2.7692 -0.4641  -0.28
H: -3.3355 -0.6893 4.2186  0.09
H: -4.3221 -2.0346 3.5580  0.11
C: -3.3373 -1.7110 3.8642  -0.25
H: -1.9911 0.1575 5.9932  0.09
O: 3.4658 -3.3214 -8.7355  -0.07
O: -0.2080 4.2807 1.3111  -0.31
C: 1.1658 4.3259 -0.9300  -0.32
N: 3.6961 -0.9240 2.7485  0.06
H: 2.9874 -1.4083 -5.1168  0.08
H: 2.0638 -2.7606 -5.7516  0.08
H: -1.2208 -0.6132 8.1368  0.06
C: 2.4397 -1.7664 -5.9938  -0.06
H: 2.4337 0.6239 3.1886  0.11
H: -5.3313 1.4566 1.2879  0.11
C: 1.2908 -0.8282 -6.3277  -0.50
H: -5.1536 0.2200 0.0508  0.11
H: 3.1636 0.5342 0.7122  0.10
C: -2.8724 -0.9714 1.4358  -0.18
C: -3.8394 -0.1702 7.0602  -0.23
H: 3.1350 -1.8526 -6.8275  0.06
C: 2.0736 5.1895 -0.4164  -0.01
H: 4.0403 -3.9885 -9.1253  0.09
H: 2.3464 -4.8133 -10.6661  0.08
C: -4.6140 0.8335 0.7666  -0.19
C: -3.7578 -1.6723 7.3490  -0.20
H: -2.0118 -2.2876 5.5033  0.10
H: -4.9463 -2.0801 5.6482  0.10
H: 4.0614 1.0263 3.5633  0.13
H: -0.8961 1.1332 8.2158  0.06
O: 0.4670 0.0264 -0.9818  -0.34
O: 0.3825 -0.7587 -5.2283  -0.06
O: 0.4436 1.8785 -2.9471  -0.34
C: -3.6823 1.7183 -0.0789  -0.20
H: -4.4692 -0.0191 6.1904  0.10
H: -1.4847 1.9163 -1.1286  0.04
H: -2.0230 -0.3737 1.1265  0.09
O: 5.8022 -0.5343 2.0099  0.11
C: 5.4166 -2.6658 2.8960  0.01
H: 1.1643 -4.4724 -9.4121  0.08
C: 5.0193 -1.2483 2.5096  -0.58
H: 6.4817 -2.7608 2.8047  0.08
H: -4.3453 -3.5501 6.4241  0.10
C: -2.5038 0.5256 6.8691  -0.26
H: -0.1271 2.6516 -2.9092  0.02
C: 3.4458 0.5188 2.8317  -0.20
C: -4.0914 -2.5422 6.1307  -0.19
C: -2.4027 -1.8482 2.6494  -0.17
H: -1.8505 3.6077 -1.0548  0.09
H: -4.8410 -0.7505 2.1031  0.10
C: 3.3557 -2.2377 -10.8885  -0.06
H: 0.9321 1.0674 1.3153  0.07
H: 2.3257 0.9972 -5.8025  0.08
H: -3.2108 1.1245 -0.8487  0.09
C: 2.6322 2.4888 1.4710  -0.23
H: -2.3348 0.3846 8.9850  0.07
C: 2.5687 -2.8670 -9.7488  -0.50
H: -1.3988 -1.5453 2.9310  0.10
C: -2.9490 -2.5958 5.0556  -0.18
H: -2.3555 -2.8983 2.3862  0.10
H: 2.6918 -1.8604 -11.6675  0.08
H: -2.8771 -3.6037 4.6676  0.10
O: -1.0735 6.1681 1.6160  0.04
H: -4.3393 2.4353 -0.5553  0.11
P: 1.0583 1.5416 -1.4179  0.77
H: 2.9334 3.0381 0.5940  0.06
H: 3.4985 -1.3058 3.6650  0.12
H: -3.1046 -1.6675 0.6398  0.11
H: 2.4791 0.5487 -7.5119  0.08
N: -0.8414 5.3760 0.7879  -0.13
C: 1.1175 2.1311 1.4013  -0.28
H: 1.0050 -3.7028 -10.9998  0.08
H: -3.7194 0.5227 2.6716  0.10
H: 0.1429 -0.3683 -1.8006  0.03
C: 3.4767 1.2155 1.4908  -0.20
P: 0.2765 3.0878 0.0645  0.73
H: 0.9663 1.2327 -6.8898  0.08
C: -2.5932 2.5604 0.6235  -0.21
H: 5.0711 -2.8271 3.9084  0.07
H: 0.9233 4.3443 -1.9830  0.07
H: 4.5040 1.5124 1.3398  0.10
H: -4.5172 -1.8837 8.0919  0.10

Atomic forces in eV per Å
-0.053 0.128 0.262
-0.044 0.031 0.017
-0.168 -0.012 0.141
-0.148 0.099 -0.152
-0.088 -0.070 -0.032
0.077 -0.014 0.156
-0.057 0.266 0.499
0.276 0.070 0.477
0.333 -0.297 0.171
0.213 1.422 -1.277
0.433 -0.839 1.782
-0.022 0.406 -1.371
0.076 0.147 -0.049
0.126 0.281 -0.173
-0.347 0.005 0.145
-0.161 -0.015 0.101
-0.199 0.076 0.337
-0.537 -0.590 -0.876
-0.111 -0.437 -0.073
0.370 0.037 1.275
-0.378 0.263 -0.039
-0.402 0.212 0.077
1.318 -0.781 0.248
0.314 -0.139 -0.320
-0.124 0.194 0.180
0.012 0.275 0.331
-1.277 -0.052 0.364
0.378 0.630 1.186
-0.009 0.129 -0.044
-0.017 -0.022 -0.082
0.451 -0.085 0.145
-0.045 -0.120 -0.015
-0.547 -0.174 0.393
-0.340 0.221 -0.046
0.543 0.230 0.470
-0.323 -0.071 -0.103
-0.026 -0.127 -0.315
0.663 -0.654 0.851
0.340 -0.226 -0.211
0.027 -0.054 0.020
-0.068 -0.223 -0.291
0.001 -0.008 -0.027
0.042 0.072 -0.084
0.534 -0.045 -0.080
-0.773 -0.271 -0.635
0.368 -0.063 -0.016
-0.446 -0.240 -0.065
0.532 0.054 0.113
0.352 0.245 0.197
-0.921 1.088 -0.300
-0.371 -0.197 -0.175
-0.296 -0.245 1.029
-0.286 0.050 1.045
-0.187 0.075 -0.261
0.043 -0.306 -0.017
0.151 0.170 -0.351
2.150 2.583 -1.589
-0.795 0.761 -0.012
-0.030 0.049 0.013
-0.922 -2.705 0.823
0.370 -0.101 0.045
-0.161 -0.267 0.231
-0.238 0.309 0.642
-0.439 -0.013 -0.283
-1.149 -0.034 -0.515
1.057 0.535 -0.523
-0.475 0.689 0.289
0.283 0.388 -0.242
-0.318 0.131 0.540
0.028 0.206 0.063
0.071 -0.244 -0.446
0.070 -0.085 0.006
-0.010 -0.330 -0.197
-0.269 -1.135 -0.539
0.026 0.362 0.460
0.299 -0.428 -0.428
0.247 -0.026 0.144
-1.366 0.284 -0.011
0.068 -0.240 -0.191
0.014 -0.015 -0.022
0.341 -0.405 0.121
-0.260 0.689 0.466
-0.113 0.064 -0.557
3.265 -0.448 -0.813
0.074 0.172 -0.202
-0.619 -0.471 -0.156
-0.313 0.161 -0.480
0.024 0.005 0.019
0.229 -0.708 -0.263
0.082 1.245 0.505
0.009 -0.021 -0.020
-0.118 0.090 0.400
-0.227 -0.359 0.045
0.722 0.719 0.591
-2.507 0.633 -0.681
-0.016 -0.028 -0.040
-0.162 -0.201 -1.242
0.077 -0.480 0.295
1.420 -1.461 -0.682
0.322 -0.119 -0.541
0.049 -0.252 0.447

E_tot (eV): -65926.1156
2S+1: 1
Charge: 0
SMILES string: C=CP(CCCCCCCCCCCCCC)(CCCCNC(C)=O)(ON=O)P(O)O.CC(C)O.CC(C)O
Molecular weight (g mol⁻¹): 600.759
Lowest unoccupied orbital energy (Eh): -0.0253



# 3
Below is a molecular structure, C33H53BeN4O2P2 at a distorted geometry, with properties calculated with ωB97M-V/def2-TZVPD.

Each line ends with the Löwdin charge.
Geometry (Å):
H: -1.7632 -2.7193 2.7985  0.08
N: -1.7935 0.6827 -0.0264  0.06
N: 2.8607 -1.4726 3.3311  0.06
H: -3.2673 -4.8041 0.2254  0.08
H: 1.7806 -3.0023 0.8000  0.07
H: -2.8156 -3.7787 -1.1652  0.05
H: 1.0029 2.5333 4.5979  0.09
Be: 0.7786 0.2713 0.6609  -0.10
H: -3.6354 3.4622 -0.2065  0.12
H: 0.8967 -2.1667 3.7222  0.10
H: -1.5380 2.7545 2.0215  0.10
H: -1.8938 -4.3713 2.1152  0.06
H: 3.0566 1.9605 2.3916  0.07
C: -0.1867 -4.7873 0.3258  -0.09
N: 3.6983 -0.6478 1.3007  0.21
C: 1.5450 -3.1416 -0.2685  -0.09
C: 0.7492 4.5486 2.7661  -0.08
H: -3.7200 -0.0898 -2.7015  0.12
H: 0.6006 1.9853 -2.1676  0.05
C: 1.2327 3.3873 -0.6174  -0.65
H: 0.7310 3.6521 -2.7116  0.11
C: -0.6908 -0.5245 -4.2642  -0.04
H: -0.6722 3.1620 -1.7156  0.09
H: 3.2206 3.6737 1.9181  0.07
C: -2.3921 -3.3941 2.1980  -0.09
H: 0.5068 -4.6391 -2.2641  0.10
H: -1.8426 -1.8367 -2.3085  0.11
C: 1.7543 -1.7305 4.2677  -0.01
H: -1.3502 3.8952 0.6633  0.09
H: 0.9298 4.7842 3.8203  0.09
H: 3.0028 -0.4036 -5.5476  0.10
H: -1.2718 -0.5766 -6.3236  0.11
C: 0.0790 -3.5240 -0.4860  -0.57
H: 1.4007 5.3921 -1.3711  0.10
P: -1.1065 -2.0640 0.1565  1.24
H: 1.8543 5.2660 0.3361  0.07
H: -1.2023 -5.1785 0.1932  0.07
C: -2.7091 -2.7708 0.8271  -0.63
H: -4.0846 -1.1822 0.1524  0.08
H: 2.1674 -3.9755 -0.6335  0.10
H: 3.0677 3.4727 -1.7680  0.10
C: -0.1353 -3.7907 -1.9762  -0.07
H: 3.0267 3.2352 3.6228  0.10
C: -1.8230 -1.3462 -1.2652  -0.25
C: 0.9015 -0.5202 -6.0930  -0.09
H: 0.1361 -2.9333 -2.6026  0.07
H: 2.7560 1.8781 -1.0659  0.05
H: -4.6388 -2.1714 1.5111  0.10
H: 4.6314 -1.0204 1.5103  0.13
C: 1.9850 -0.4460 -5.2098  -0.08
H: -3.3358 -3.5425 2.7329  0.09
H: 1.3300 5.2714 2.1745  0.07
C: 0.5811 -0.3868 -1.9918  -0.19
C: 1.1832 3.0948 2.5271  -0.66
C: -2.1331 1.9792 0.1524  -0.26
O: -1.2817 -0.0544 2.1476  -0.04
C: -3.7567 -1.6712 1.0707  -0.07
C: -3.2994 -3.7830 -0.1815  -0.07
C: -2.2604 -0.0120 -1.1666  -0.27
H: 0.7976 1.1503 3.4858  0.06
H: -0.3174 4.7177 2.5696  0.08
H: 0.0083 -4.6431 1.3973  0.08
C: 2.7104 2.9817 2.5975  -0.08
H: 1.8433 -2.2553 -0.8133  0.05
C: -3.2530 2.4812 -0.4884  -0.03
N: 1.0370 -0.0533 -0.9386  0.11
H: 1.4362 -0.8177 4.7495  0.08
C: 0.4379 -0.4923 -3.3899  -0.24
H: 2.1138 -2.4430 5.0042  0.09
O: 1.4638 -0.4343 1.8474  -0.06
H: -1.1682 -4.0803 -2.2128  0.08
C: 1.1458 4.9009 -0.4125  -0.08
H: -1.7124 -0.4639 -3.8832  0.08
H: 1.1164 -0.5510 -7.1596  0.10
H: -4.7608 2.1071 -2.0134  0.12
C: -0.4275 -0.5487 -5.6318  -0.08
H: 0.1290 5.2278 -0.1577  0.08
H: 2.5007 -0.3341 -3.0683  0.11
H: -3.4041 -0.9302 1.7936  0.08
C: 2.6883 2.9423 -0.8692  -0.09
C: -1.2251 2.8421 0.9715  -0.21
H: 3.3560 3.2006 -0.0298  0.07
H: 3.7731 -1.8360 3.5371  0.15
H: 0.5059 -5.5614 -0.0263  0.10
C: -3.3330 0.5410 -1.9062  -0.03
C: -3.8692 1.7439 -1.5081  -0.04
C: 0.4105 3.0060 -1.8686  -0.06
C: 1.7538 -0.4247 -3.8538  -0.07
P: 0.5927 2.4104 0.8695  1.21
H: -4.3568 -3.5439 -0.3597  0.09
H: 3.5010 -0.2564 0.3818  0.11
C: 0.5701 2.2258 3.6417  -0.09
C: 2.6512 -0.8567 2.1705  -0.47
C: -1.0495 -0.1650 0.9270  -0.53
H: -0.5131 2.3298 3.7084  0.08

Atomic forces in eV per Å
-0.199 -0.111 -0.080
-1.172 -2.082 -1.786
-0.693 0.197 -0.225
0.005 0.256 -0.170
-0.140 -0.049 -0.322
-0.141 0.003 0.332
-0.035 0.056 -0.054
-0.473 0.070 -1.071
0.378 -0.147 -0.231
0.435 0.258 0.284
0.337 0.094 -0.162
-0.257 0.442 0.104
-0.049 0.163 -0.026
-0.172 -0.284 0.200
-0.333 -0.447 0.998
0.351 -0.317 0.309
0.216 0.307 0.027
-0.168 0.351 0.091
-0.143 -0.178 -0.015
0.081 -0.252 0.111
-0.165 -0.233 0.465
0.349 -0.012 -0.151
0.381 -0.076 -0.156
-0.144 -0.140 0.153
-0.128 -0.387 0.173
-0.123 0.232 0.164
-0.430 0.650 2.100
-0.096 -0.473 -0.605
-0.083 -0.491 0.163
-0.059 0.026 -0.061
0.218 0.025 -0.382
0.376 0.028 0.102
0.299 0.585 0.576
-0.071 -0.182 0.389
-1.632 0.242 -1.909
-0.170 -0.069 -0.165
0.325 0.131 0.051
0.291 -0.531 0.772
0.088 -0.037 0.076
-0.195 0.179 0.128
-0.173 -0.271 0.438
-0.358 -0.019 -0.266
-0.033 -0.056 -0.297
0.579 0.472 -2.928
-0.075 -0.081 -0.545
-0.038 -0.203 0.201
-0.081 -0.221 -0.025
0.336 0.172 -0.178
-0.813 0.384 -0.331
-0.291 0.012 0.464
0.169 -0.066 0.097
-0.279 -0.326 0.280
-0.961 0.103 0.017
-0.107 0.278 -0.314
-0.636 0.795 -0.032
-0.566 0.185 0.323
-0.057 0.004 0.243
-0.266 -0.335 0.059
0.353 -1.412 1.543
-0.231 0.642 0.112
0.257 -0.070 0.083
-0.031 -0.020 -0.317
0.117 0.089 0.335
-0.061 0.120 -0.033
0.827 0.350 0.491
-0.215 -0.389 0.126
-0.061 0.197 0.130
-0.537 0.579 1.712
-0.052 0.039 0.052
2.865 -1.555 1.653
0.331 0.058 0.058
0.170 0.230 -0.490
0.484 -0.070 -0.173
-0.199 0.016 0.197
0.152 0.071 0.185
0.241 -0.032 0.592
0.271 -0.037 0.047
0.351 -0.098 -0.675
-0.085 -0.022 -0.133
0.312 0.896 -0.017
-0.122 0.176 0.511
-0.251 -0.119 -0.409
0.088 0.022 0.016
-0.065 0.119 0.002
0.192 0.787 -0.122
-0.182 -1.112 -0.768
-0.203 0.558 0.059
0.640 -0.046 -1.143
-0.366 0.675 0.344
0.265 -0.081 0.032
0.058 -0.260 0.455
0.264 -0.713 -0.319
-0.723 1.076 -1.951
1.865 0.743 0.378
0.071 -0.036 0.031

E_tot (eV): -64109.2912
2S+1: 1
Charge: +1
Molecular weight (g mol⁻¹): 608.773
Lowest unoccupied orbital energy (alpha / beta) (Eh): -0.0919 / -0.1186